[1]
Here is an isolated molecule of C5H12N2Si in a non-equilibrium geometry from the Open Molecules 2025 dataset. Energies are from the ωB97M-V functional and the def2-TZVPD basis.

Element x y z (Å)
C: 1.41121 -0.77485 0.01952
C: -0.01832 -0.61919 -0.00047
C: 3.63337 -0.20873 -0.22132
C: -0.23241 1.75962 0.17806
C: -3.39526 -1.17588 0.24650
N: 2.31204 0.22179 -0.02214
N: -0.81690 0.45570 0.04177
Si: -2.50009 0.33392 -0.48713
H: 1.68288 -1.78247 -0.40989
H: -0.50343 -1.46654 -0.40255
H: 4.26582 0.03723 0.64767
H: 3.93250 -1.25494 -0.38414
H: 4.18454 0.43105 -0.98829
H: -0.77500 2.28095 0.98170
H: 0.91565 1.78145 0.08322
H: -0.60528 2.45993 -0.74505
H: -3.53911 -0.88940 1.33125
H: -4.43815 -1.10354 -0.26553
H: -2.81195 -2.13817 0.25068
H: -2.70212 1.65207 0.14614

Properties
- Net charge: 0
- HOMO-LUMO gap (spin up / spin down): 5.9 / 7.5 eV
- Energy above the lowest of the compared OMol25 structures with the same formula, charge and spin: 3.6463 eV
- Calculated total energy: -596.568176 hartree
- HOMO energy (spin up / spin down): -6.720 / -7.453 eV
- LUMO energy (spin up / spin down): -0.03153 / 0.00048 Ha
- 2S+1: 1

=====

[2]
Here is a cluster of 2 separate species, C5H12N3 in total in a non-equilibrium geometry from the Open Molecules 2025 dataset. Energies are from the ωB97M-V functional and the def2-TZVPD basis.

Element x y z (Å)
C: -2.47090 0.09887 -1.36508
C: -1.32957 -0.48127 -1.58797
C: 2.29103 0.45200 1.15107
C: 1.37454 1.08678 -0.94725
C: 0.33886 -1.57054 1.21711
N: -2.96887 0.85637 -0.38800
N: 1.29378 0.31953 0.09331
N: 0.30279 -0.50247 0.27703
H: -3.11119 -0.02662 -2.25170
H: -0.78932 -1.22791 -2.10731
H: 1.82300 0.88500 2.03643
H: 2.70137 -0.52174 1.41358
H: 3.09736 1.10329 0.82284
H: 0.63981 0.98722 -1.72601
H: -2.44419 0.99566 0.45763
H: 2.14105 1.83185 -1.01694
H: 0.38473 -1.19424 2.24508
H: 1.17948 -2.25172 1.04876
H: -0.58557 -2.13289 1.10942
H: -3.86821 1.29283 -0.48197

Properties
- Net charge: +1
- HOMO-LUMO gap: 7.0 eV
- Energy above the lowest of the compared OMol25 structures with the same formula, charge and spin: 6.3442 eV
- Calculated total energy: -361.534969 hartree
- HOMO energy: -12.058 eV
- LUMO energy: -0.18571 Ha
- 2S+1: 1

=====

[3]
Here is the ion C5H12N3 with charge +1 in a non-equilibrium geometry from the Open Molecules 2025 dataset. Energies are from the ωB97M-V functional and the def2-TZVPD basis.

Element x y z (Å)
C: -0.63515 1.12042 3.04741
N: -0.22312 0.70919 1.73417
C: -0.79861 -0.33693 1.12292
C: -0.76118 -0.74742 -0.24354
C: -0.00843 -0.46471 -1.38931
C: -0.43708 -1.10437 -2.61917
N: 1.12892 0.15522 -1.64659
N: 1.83535 0.67231 -0.56102
H: -1.65591 1.15581 3.11702
H: -0.37552 0.36379 3.80407
H: -0.24972 2.10256 3.46646
H: 0.55506 1.24944 1.49631
H: -1.57383 -0.86326 1.63641
H: -1.68439 -1.41509 -0.43514
H: 0.13162 -2.07464 -2.57055
H: -0.08573 -0.84255 -3.64519
H: -1.48213 -1.25950 -2.69945
H: 1.40453 0.05851 -2.62286
H: 2.27771 1.50217 -0.71324
H: 2.63761 0.01906 -0.27872

Properties
- Net charge: +1
- SMILES: C/[NH+]=C/C=C(/C)NN
- HOMO-LUMO gap: 8.7 eV
- Energy above the lowest of the compared OMol25 structures with the same formula, charge and spin: 2.9081 eV
- Calculated total energy: -361.661243 hartree
- HOMO energy: -12.758 eV
- LUMO energy: -0.15003 Ha
- 2S+1: 1